Entry 1:
{"formula": "C48H62FN13O9S3", "method": "ωB97M-V/def2-TZVPD", "gap_ev": 7.106, "multiplicity": 1, "energy_ev": -123780.962, "homo_ev": -7.918, "species": ["C", "C", "C", "C", "C", "C", "C", "C", "C", "C", "C", "C", "S", "C", "S", "N", "C", "C", "O", "C", "C", "C", "C", "O", "N", "C", "O", "F", "C", "C", "O", "O", "C", "N", "C", "C", "C", "C", "S", "O", "O", "O", "C", "O", "N", "C", "C", "H", "H", "H", "H", "H", "H", "H", "H", "H", "H", "H", "H", "H", "H", "H", "H", "H", "H", "H", "H", "H", "H", "H", "H", "H", "H", "H", "H", "H", "H", "H", "H", "H", "H", "H", "C", "C", "N", "H", "H", "H", "C", "C", "N", "H", "H", "H", "C", "C", "N", "H", "H", "H", "C", "C", "N", "H", "H", "H", "C", "C", "N", "H", "H", "H", "C", "C", "N", "H", "H", "H", "C", "C", "N", "H", "H", "H", "C", "C", "N", "H", "H", "H", "C", "C", "N", "H", "H", "H"], "coordinates": [[-1.536, 5.176, -3.215], [-2.341, 3.992, -2.482], [-3.798, 3.814, -2.968], [-4.626, 2.697, -2.353], [-4.007, 1.814, -1.288], [-2.548, 1.944, -0.781], [-2.102, 0.882, 0.302], [-0.923, -0.109, -0.058], [-0.241, -0.771, 1.165], [-0.705, -0.532, 2.674], [-1.253, -1.918, 3.341], [-0.612, -2.032, 4.817], [-0.874, -0.470, 5.822], [0.510, -0.330, 7.079], [0.248, -0.436, 8.715], [1.861, -0.080, 6.538], [2.708, -1.308, 6.519], [3.622, -1.514, 7.810], [4.478, -0.356, 8.021], [3.533, 0.707, 8.376], [2.541, 1.079, 7.185], [0.976, -1.754, 1.009], [1.750, -2.440, 2.208], [1.606, -3.635, 2.481], [2.719, -1.673, 3.051], [3.270, -0.608, 2.219], [2.762, 0.503, 2.236], [4.401, -0.793, 1.405], [1.423, -2.053, -0.399], [2.643, -3.100, -0.560], [2.114, -4.423, -0.273], [0.790, -4.500, -0.575], [0.759, -1.416, -1.666], [1.372, -1.828, -2.888], [0.697, -1.199, -3.934], [1.265, -1.492, -5.416], [0.179, -2.159, -6.389], [0.259, -1.411, -7.808], [-1.387, -0.879, -8.459], [-2.573, -1.532, -7.793], [-1.365, -1.142, -9.943], [-1.474, 0.800, -8.319], [-0.516, -0.268, -3.842], [-1.100, 0.292, -5.019], [-1.075, 0.092, -2.629], [-0.422, -0.465, -1.497], [-1.715, 3.065, -1.402], [-0.837, 5.748, -2.534], [-2.332, 5.905, -3.615], [-1.039, 4.729, -4.138], [-4.279, 4.460, -3.761], [-5.708, 2.462, -2.643], [-4.647, 0.969, -0.852], [-3.020, 0.307, 0.677], [-1.750, 1.495, 1.213], [0.234, -0.170, 3.232], [-1.553, 0.205, 2.794], [-2.389, -1.814, 3.476], [-1.008, -2.831, 2.699], [0.506, -2.198, 4.692], [-1.075, -2.914, 5.390], [3.317, -1.322, 5.552], [1.994, -2.211, 6.480], [3.035, -1.814, 8.755], [4.337, -2.394, 7.613], [3.003, 0.354, 9.332], [4.168, 1.606, 8.679], [1.772, 1.868, 7.497], [3.184, 1.579, 6.372], [2.137, -1.191, 3.756], [3.138, -3.034, -1.581], [3.467, -2.915, 0.218], [0.526, -5.438, -0.724], [1.669, -0.484, -5.778], [2.190, -2.162, -5.319], [-0.860, -2.041, -5.942], [0.367, -3.288, -6.493], [0.933, -0.489, -7.811], [0.710, -2.140, -8.552], [-0.672, 1.140, -7.857], [-0.385, 0.892, -5.351], [-0.634, 3.225, -1.064], [0.484, 8.146, -0.220], [-0.606, 7.126, -0.245], [-1.455, 6.329, -0.260], [0.055, 9.146, -0.144], [1.133, 7.970, 0.639], [1.076, 8.080, -1.134], [4.897, -3.869, -7.188], [4.100, -2.606, -7.183], [3.479, -1.622, -7.178], [4.229, -4.729, -7.121], [5.476, -3.938, -8.109], [5.579, -3.881, -6.336], [-4.760, -1.440, -4.002], [-3.823, -1.472, -5.162], [-3.096, -1.490, -6.083], [-4.321, -0.860, -3.188], [-5.704, -0.979, -4.299], [-4.954, -2.455, -3.653], [-4.793, 2.078, 4.666], [-3.496, 1.371, 4.889], [-2.483, 0.818, 5.065], [-5.561, 1.659, 5.317], [-4.678, 3.140, 4.887], [-5.104, 1.963, 3.626], [4.547, -2.461, 12.207], [3.474, -2.741, 11.203], [2.637, -2.965, 10.425], [4.142, -1.878, 13.034], [4.943, -3.401, 12.593], [5.355, -1.898, 11.738], [2.388, 3.563, 2.507], [1.650, 4.830, 2.253], [1.066, 5.813, 2.059], [2.782, 3.171, 1.570], [3.216, 3.742, 3.195], [1.714, 2.826, 2.945], [0.780, 1.850, 12.092], [2.060, 1.111, 12.302], [3.057, 0.535, 12.461], [0.003, 1.442, 12.740], [0.916, 2.908, 12.324], [0.465, 1.751, 11.052], [-1.058, -2.627, -13.049], [-0.170, -2.651, -14.250], [0.522, -2.670, -15.185], [-0.584, -2.059, -12.247], [-2.011, -2.159, -13.301], [-1.242, -3.645, -12.703], [-5.768, -0.909, -8.936], [-6.490, -0.787, -7.625], [-7.089, -0.686, -6.630], [-5.964, -0.029, -9.551], [-4.696, -0.989, -8.766], [-6.112, -1.797, -9.468]]}

Entry 2:
{"formula": "C48H64F5MnN2O9P4S3Si", "method": "ωB97M-V/def2-TZVPD", "charge": -1, "de_lowest_ev": 0.0000, "s2": 8.756, "gap_ev": [7.224, 7.635], "multiplicity": 6, "energy_ev": -194687.184, "homo_ev": [-5.086, -5.498], "species": ["Mn", "C", "S", "C", "C", "C", "N", "P", "C", "C", "C", "C", "C", "C", "C", "C", "C", "C", "C", "C", "P", "C", "C", "C", "C", "C", "C", "C", "C", "C", "C", "C", "C", "H", "H", "H", "H", "H", "H", "H", "H", "H", "H", "H", "H", "H", "H", "H", "H", "H", "H", "H", "H", "H", "H", "H", "H", "H", "H", "H", "H", "H", "N", "C", "C", "P", "O", "O", "O", "P", "O", "O", "O", "H", "H", "H", "H", "H", "H", "H", "H", "F", "C", "C", "F", "C", "F", "C", "S", "C", "F", "C", "F", "C", "C", "C", "C", "O", "Si", "S", "O", "C", "C", "C", "C", "O", "C", "C", "C", "C", "H", "H", "H", "H", "H", "H", "H", "H", "H", "H", "H", "H", "H", "H", "H", "H", "H", "H", "H", "H", "H", "H", "H", "H", "H", "H", "H"], "coordinates": [[-0.445, -0.319, -0.896], [6.170, 3.178, 1.369], [5.222, 4.199, 2.509], [4.566, 2.899, 3.585], [3.590, 1.938, 2.925], [2.490, 2.651, 2.159], [1.415, 1.746, 1.734], [0.743, 1.891, 0.160], [2.134, 2.383, -0.896], [3.372, 1.751, -0.774], [4.385, 2.004, -1.683], [4.175, 2.890, -2.732], [2.940, 3.507, -2.874], [1.922, 3.254, -1.965], [-0.280, 3.397, 0.286], [-1.658, 3.224, 0.246], [-2.508, 4.305, 0.452], [-1.981, 5.559, 0.714], [-0.603, 5.741, 0.761], [0.243, 4.667, 0.541], [0.144, 1.217, 2.787], [-0.106, 2.619, 3.944], [0.787, 3.046, 4.930], [0.503, 4.149, 5.718], [-0.685, 4.847, 5.533], [-1.584, 4.433, 4.565], [-1.296, 3.324, 3.779], [0.949, -0.050, 3.826], [1.665, -1.032, 3.142], [2.224, -2.102, 3.820], [2.054, -2.220, 5.194], [1.313, -1.268, 5.877], [0.762, -0.188, 5.198], [6.647, 3.845, 0.652], [5.529, 2.492, 0.815], [6.942, 2.617, 1.895], [4.085, 3.428, 4.412], [5.407, 2.346, 4.010], [3.149, 1.314, 3.706], [4.116, 1.241, 2.266], [2.915, 3.126, 1.274], [2.087, 3.472, 2.765], [3.530, 1.017, 0.008], [5.326, 1.478, -1.584], [4.965, 3.086, -3.445], [2.757, 4.182, -3.700], [0.958, 3.722, -2.104], [-2.075, 2.242, 0.057], [-3.578, 4.158, 0.398], [-2.642, 6.402, 0.876], [-0.189, 6.721, 0.964], [1.317, 4.815, 0.564], [1.711, 2.504, 5.088], [1.209, 4.469, 6.474], [-0.905, 5.712, 6.146], [-2.512, 4.970, 4.413], [-1.996, 3.005, 3.018], [1.781, -0.921, 2.066], [2.786, -2.858, 3.286], [2.486, -3.059, 5.725], [1.160, -1.362, 6.945], [0.175, 0.539, 5.744], [3.154, -2.624, -3.479], [2.147, -2.941, -2.389], [2.249, -4.425, -2.061], [2.709, -1.862, -0.971], [2.817, -2.911, 0.255], [4.091, -1.456, -1.374], [1.678, -0.834, -0.605], [0.476, -2.565, -3.112], [0.898, -1.282, -3.994], [0.133, -3.707, -3.983], [-0.385, -2.136, -1.951], [3.954, -2.182, -2.973], [2.725, -1.935, -4.110], [3.412, -3.461, -3.996], [3.230, -4.685, -1.658], [2.017, -5.009, -2.953], [1.505, -4.676, -1.307], [2.048, -2.827, 0.828], [0.395, -0.464, -3.767], [-6.328, 0.245, -4.758], [-5.066, 0.446, -4.342], [-4.043, -0.361, -4.802], [-4.314, -1.336, -5.681], [-2.751, -0.162, -4.347], [-1.803, -0.970, -4.832], [-2.421, 0.844, -3.440], [-0.762, 1.157, -2.938], [-3.481, 1.635, -2.998], [-3.267, 2.632, -2.129], [-4.782, 1.446, -3.430], [-5.773, 2.226, -2.969], [-5.406, -4.243, -1.333], [-4.312, -3.199, -1.527], [-4.927, -1.804, -1.574], [-3.499, -3.471, -2.785], [-3.407, -3.340, -0.431], [-3.183, -2.458, 0.924], [-2.229, -0.652, 0.619], [-2.363, -3.421, 1.985], [-1.236, -4.277, 1.807], [-0.148, -3.576, 1.003], [-1.674, -5.560, 1.109], [-0.736, -4.579, 3.216], [-4.662, -2.236, 1.613], [-5.015, -1.917, 2.957], [-5.191, -3.228, 3.717], [-3.961, -1.048, 3.634], [-6.337, -1.164, 2.867], [-6.131, -4.204, -2.148], [-5.925, -4.063, -0.390], [-4.966, -5.241, -1.303], [-5.618, -1.743, -2.418], [-4.156, -1.041, -1.687], [-5.486, -1.597, -0.660], [-4.126, -3.410, -3.677], [-3.057, -4.467, -2.737], [-2.686, -2.751, -2.871], [-0.476, -3.351, -0.014], [0.740, -4.215, 0.946], [0.116, -2.631, 1.485], [-2.064, -5.340, 0.116], [-2.455, -6.052, 1.690], [-0.826, -6.242, 1.014], [-0.428, -3.655, 3.711], [0.115, -5.262, 3.186], [-1.532, -5.038, 3.803], [-4.257, -3.788, 3.703], [-5.967, -3.831, 3.243], [-5.477, -3.040, 4.754], [-3.013, -1.580, 3.720], [-4.301, -0.782, 4.637], [-3.784, -0.138, 3.063], [-7.081, -1.780, 2.361], [-6.202, -0.246, 2.296], [-6.709, -0.909, 3.861]]}

Entry 3:
{"formula": "C48H65IN10O8S", "method": "ωB97M-V/def2-TZVPD", "smiles": "CCN[C@@]1(CCOC=O)[C@H](C[C@@H](O)CN)[C@@](CNC)(CON=O)OS(=O)(=O)[C@@H]1CCCI.c1ccncc1.c1ccncc1.c1ccncc1.c1ccncc1.c1ccncc1.c1ccncc1", "gap_ev": 8.423, "multiplicity": 1, "energy_ev": -101040.079, "homo_ev": -8.735, "species": ["C", "C", "N", "C", "C", "C", "O", "C", "O", "C", "C", "C", "O", "C", "N", "C", "C", "N", "C", "C", "O", "N", "O", "O", "S", "O", "O", "C", "C", "C", "C", "I", "H", "H", "H", "H", "H", "H", "H", "H", "H", "H", "H", "H", "H", "H", "H", "H", "H", "H", "H", "H", "H", "H", "H", "H", "H", "H", "H", "H", "H", "H", "H", "H", "H", "H", "H", "C", "C", "C", "N", "C", "C", "H", "H", "H", "H", "H", "C", "C", "C", "N", "C", "C", "H", "H", "H", "H", "H", "C", "C", "C", "N", "C", "C", "H", "H", "H", "H", "H", "C", "C", "C", "N", "C", "C", "H", "H", "H", "H", "H", "C", "C", "C", "N", "C", "C", "H", "H", "H", "H", "H", "C", "C", "C", "N", "C", "C", "H", "H", "H", "H", "H"], "coordinates": [[-0.388, -6.794, -2.456], [0.383, -5.515, -2.918], [0.671, -4.601, -1.819], [-0.200, -3.410, -1.675], [-1.673, -3.809, -1.537], [-2.509, -4.243, -2.781], [-3.725, -3.433, -2.821], [-4.725, -3.955, -2.077], [-5.438, -3.239, -1.504], [0.316, -2.872, -0.250], [-0.054, -3.774, 0.966], [-1.210, -3.418, 1.910], [-2.509, -3.286, 1.368], [-1.276, -4.555, 2.990], [-2.518, -4.447, 3.795], [0.310, -1.349, -0.013], [-0.994, -0.631, 0.362], [-1.989, -0.498, -0.717], [-3.305, -0.254, -0.092], [1.275, -1.121, 1.226], [0.570, -0.676, 2.401], [1.507, -0.680, 3.464], [1.342, -1.593, 4.171], [0.939, -0.525, -1.037], [1.483, -1.297, -2.318], [2.654, -2.102, -2.060], [1.873, -0.388, -3.350], [0.111, -2.372, -2.845], [-1.078, -1.652, -3.517], [-0.912, -0.198, -4.020], [-2.156, 0.138, -4.894], [-3.930, 0.576, -3.768], [-0.952, -7.182, -3.313], [0.352, -7.557, -2.189], [-1.093, -6.561, -1.652], [-0.100, -5.045, -3.798], [1.342, -5.896, -3.306], [1.630, -4.283, -1.946], [-2.208, -2.943, -1.116], [-1.830, -4.608, -0.802], [-2.029, -4.078, -3.745], [-2.854, -5.281, -2.683], [-4.879, -5.052, -2.069], [1.398, -3.090, -0.305], [-0.226, -4.783, 0.558], [0.820, -3.922, 1.621], [-1.027, -2.512, 2.501], [-2.886, -4.138, 1.112], [-1.338, -5.523, 2.447], [-0.398, -4.538, 3.647], [-3.263, -4.930, 3.303], [-2.366, -5.005, 4.633], [-1.517, -0.991, 1.249], [-0.691, 0.406, 0.615], [-1.786, 0.377, -1.195], [-3.223, 0.414, 0.804], [-4.009, 0.239, -0.770], [-3.766, -1.208, 0.199], [2.025, -0.346, 0.989], [1.869, -2.022, 1.446], [0.607, -2.952, -3.638], [-2.021, -1.662, -2.954], [-1.329, -2.237, -4.420], [-0.082, -0.151, -4.737], [-0.842, 0.561, -3.235], [-2.404, -0.706, -5.551], [-1.952, 0.984, -5.558], [-4.716, 3.974, 4.330], [-5.111, 3.645, 3.044], [-4.481, 2.582, 2.417], [-3.512, 1.857, 2.977], [-3.146, 2.192, 4.215], [-3.713, 3.233, 4.933], [-5.184, 4.797, 4.856], [-5.890, 4.199, 2.537], [-4.759, 2.287, 1.410], [-2.354, 1.587, 4.645], [-3.376, 3.458, 5.936], [2.514, 2.502, 4.614], [3.173, 3.575, 5.192], [2.618, 4.149, 6.325], [1.485, 3.732, 6.892], [0.867, 2.699, 6.318], [1.337, 2.051, 5.186], [2.913, 2.023, 3.728], [4.095, 3.960, 4.775], [3.100, 4.990, 6.815], [-0.053, 2.382, 6.799], [0.795, 1.218, 4.766], [7.368, 8.110, 3.751], [7.760, 6.831, 3.390], [6.866, 5.792, 3.599], [5.651, 5.949, 4.130], [5.296, 7.189, 4.471], [6.110, 8.298, 4.302], [8.035, 8.951, 3.603], [8.737, 6.642, 2.955], [7.125, 4.773, 3.330], [4.305, 7.287, 4.902], [5.768, 9.281, 4.596], [-3.587, -7.328, -7.529], [-4.285, -7.566, -6.357], [-3.723, -7.144, -5.162], [-2.545, -6.525, -5.073], [-1.889, -6.308, -6.214], [-2.362, -6.685, -7.460], [-3.992, -7.640, -8.483], [-5.244, -8.066, -6.368], [-4.236, -7.307, -4.219], [-0.932, -5.804, -6.111], [-1.787, -6.480, -8.353], [-7.627, 4.646, -3.105], [-7.132, 5.840, -2.606], [-6.194, 5.786, -1.587], [-5.742, 4.650, -1.054], [-6.233, 3.513, -1.547], [-7.170, 3.455, -2.567], [-8.360, 4.645, -3.902], [-7.464, 6.791, -2.999], [-5.775, 6.695, -1.167], [-5.848, 2.606, -1.093], [-7.532, 2.501, -2.929], [12.631, 5.145, 0.408], [11.736, 5.865, -0.366], [10.612, 6.391, 0.250], [10.338, 6.241, 1.547], [11.213, 5.542, 2.274], [12.368, 4.978, 1.757], [13.523, 4.718, -0.035], [11.905, 6.016, -1.423], [9.884, 6.964, -0.314], [10.962, 5.435, 3.325], [13.042, 4.423, 2.395]]}